(1)
DFT (ωB97M-V with the def2-TZVPD basis set) results for one molecule with the formula C5H6O2.

Atoms and positions in Å:
1 H -2.988076 -0.428134 1.489414
2 H -1.603974 0.799164 1.328780
3 C -0.310995 -0.352253 -0.621317
4 O -2.668929 0.405671 -0.469680
5 C 2.333209 -0.009850 -0.444469
6 H 2.613559 -0.673666 0.391494
7 H 2.883537 -0.339278 -1.332918
8 C -2.254585 0.062313 0.849986
9 C -1.706305 -0.627159 -0.323693
10 O 2.697528 1.333079 -0.199466
11 C 0.884450 -0.187285 -0.631704
12 H 2.184126 1.638308 0.561121
13 H -2.063550 -1.620914 -0.597546

Cartesian forces, eV/Å:
H 0.0293 0.1194 -0.2146
H -0.2625 -0.1953 -0.0757
C 0.5735 0.0462 0.0008
O 0.0844 0.1401 0.0523
C -0.1061 -0.3585 -0.1373
H 0.1092 0.1874 -0.2088
H -0.0853 0.1386 0.1868
C -0.0893 0.0097 0.1859
C 0.2335 -0.2205 0.0345
O -0.0684 0.0325 0.2236
C -0.6148 -0.1204 0.0407
H 0.1305 0.0104 -0.2004
H 0.0659 0.2105 0.1123

Computed properties:
**Molar mass**: 98.10 g/mol
**SMILES**: OCC#C[C@H]1CO1
**Orbital gap**: 10.46 eV
**Energy above the lowest of the compared OMol25 structures with the same formula, charge and spin**: 337.3 kJ/mol
**LUMO level**: 0.732 eV
**HOMO**: -9.724 eV

Mulliken atomic charge list, values in e, 5 entries:
1. H 0.243
2. H 0.236
3. C -0.259
4. O -0.403
5. C -0.565

***

(2)
DFT (ωB97M-V with the def2-TZVPD basis set) results for one molecule with the formula C5H6O2.

Atoms and positions in Å:
1 C -1.384591 -1.090323 0.127963
2 C 2.046162 -0.271130 -0.405074
3 C -0.327316 1.141536 0.041651
4 O 0.978150 -0.942522 0.070869
5 C -0.188745 -0.238383 0.533701
6 H -2.321833 -0.609944 0.427272
7 H -0.127641 -0.177949 1.627387
8 H -1.293279 -2.070499 0.602194
9 H -0.734120 3.302666 -0.529069
10 O 2.998567 -0.840628 -0.854903
11 C -0.539804 2.284401 -0.270042
12 H 1.942590 0.824049 -0.349455
13 H -1.385029 -1.215840 -0.957567

Cartesian forces, eV/Å:
C -0.0032 -0.0151 -0.0150
C 0.2642 -0.0917 -0.1728
C -0.1038 0.5110 -0.1139
O 0.0857 0.0572 -0.1233
C -0.1619 0.1340 0.1183
H 0.2091 -0.1103 0.0205
H 0.0489 -0.0868 -0.1311
H -0.0937 0.1100 -0.0899
H 0.0651 -0.1903 -0.0123
O -0.4072 0.2134 0.2692
C 0.0665 -0.4228 0.1236
H 0.0469 -0.1150 -0.0016
H -0.0166 0.0063 0.1284

Computed properties:
**Molar mass**: 98.10 g/mol
**SMILES**: C#C[C@@H](C)OC=O
**Orbital gap**: 11.19 eV
**Energy above the lowest of the compared OMol25 structures with the same formula, charge and spin**: 201.3 kJ/mol
**LUMO level**: 0.829 eV
**HOMO**: -10.365 eV

Mulliken atomic charge list, values in e, 5 entries:
1. C -1.277
2. C 0.241
3. C -0.809
4. O -0.285
5. C 0.490

***

(3)
DFT (ωB97M-V with the def2-TZVPD basis set) results for a 2-piece molecular cluster, C5H6O2 overall.

Atoms and positions in Å:
1 C 2.476812 -1.128511 0.117625
2 H 3.530412 -1.217654 0.271160
3 H -0.517025 -0.479225 1.832049
4 C -0.165675 -1.103086 -0.248416
5 C -0.994836 -0.487359 0.839468
6 O -2.144494 -0.174496 0.634145
7 H -0.400512 2.739663 -1.405178
8 C -0.613700 2.134208 -0.502332
9 O 0.103851 2.154637 0.471087
10 H -1.510231 1.485468 -0.545812
11 C 1.281754 -1.127345 -0.042650
12 H -0.586722 -2.119742 -0.211545
13 H -0.459636 -0.676559 -1.209603

Cartesian forces, eV/Å:
C -0.7594 -0.2160 -0.0403
H -0.1908 0.1424 -0.0386
H -0.1920 0.2444 0.1278
C 0.0069 -0.3318 -0.1196
C -0.5224 -0.0200 0.1823
O 0.5539 -0.0493 0.4191
H 0.0612 0.0661 0.2049
C 0.2446 0.0701 0.2109
O -0.4470 -0.1325 -0.6276
H 0.1424 0.2804 -0.0479
C 0.6448 0.0950 0.0549
H 0.3572 -0.0923 -0.3377
H 0.1006 -0.0566 0.0117

Computed properties:
**Molar mass**: 98.10 g/mol
**SMILES**: C#CCC=O.C=O
**Orbital gap**: 10.69 eV
**Energy above the lowest of the compared OMol25 structures with the same formula, charge and spin**: 317.9 kJ/mol
**LUMO level**: 0.703 eV
**HOMO**: -9.983 eV

Mulliken atomic charge list, values in e, 5 entries:
1. C 0.181
2. H 0.417
3. H 0.386
4. C -0.445
5. C -0.222

***

(4)
DFT (ωB97M-V with the def2-TZVPD basis set) results for one molecule with the formula C5H6O2.

Atoms and positions in Å:
1 H 1.541429 0.747481 1.801838
2 H 0.084732 -2.019694 1.750986
3 C -1.238503 0.681365 -1.827269
4 H 0.247529 -0.358738 -2.460748
5 H -1.502880 1.740467 -1.821801
6 O 2.217673 -0.876952 2.793331
7 C -1.000182 0.186518 -0.484305
8 H -2.080403 0.121949 -2.257369
9 C 0.153858 -0.943640 1.538649
10 C 1.411274 -0.311857 2.093480
11 O -0.055917 0.551413 -2.588955
12 H -0.862703 -0.290197 1.625263
13 C -0.301597 -0.467759 0.265221

Cartesian forces, eV/Å:
H 0.0636 -0.0108 0.0094
H -0.2566 0.5173 -0.0834
C -0.3074 0.1875 -0.1129
H 0.0302 0.2885 -0.1019
H 0.0038 -0.0779 -0.0592
O -0.6830 0.1541 -0.5105
C 0.6295 -0.3655 -0.5156
H 0.0627 0.1355 -0.0885
C -1.1358 0.5412 0.4152
C -0.1319 0.0561 0.2303
O 0.0640 -0.1868 -0.5166
H 1.6665 -1.4051 2.6476
C -0.0056 0.1659 -1.3137

Computed properties:
**Molar mass**: 98.10 g/mol
**SMILES**: O=CCC#CCO
**Orbital gap**: 9.93 eV
**Energy above the lowest of the compared OMol25 structures with the same formula, charge and spin**: 401.1 kJ/mol
**LUMO level**: 0.428 eV
**HOMO**: -9.505 eV

Mulliken atomic charge list, values in e, 5 entries:
1. H 0.348
2. H 0.300
3. C -0.400
4. H 0.319
5. H 0.290

***

(5)
DFT (ωB97M-V with the def2-TZVPD basis set) results for C5H6O2 as an isolated structure.

Atoms and positions in Å:
1 C 1.392557 -1.039664 -0.224909
2 H 1.669661 0.894813 0.978230
3 O 0.467436 1.019402 -0.811639
4 C 0.341247 -1.301667 -1.012407
5 C 0.997724 0.322003 0.342880
6 H -1.977961 1.561360 0.913473
7 H -1.194602 0.251632 1.689038
8 C -0.504272 -0.048746 -0.791631
9 O -1.213737 1.401421 1.488188
10 H 2.250623 -1.645807 0.036287
11 H 0.085662 -2.183658 -1.585413
12 H -1.413949 0.118587 -1.369132
13 C -0.410118 -0.133004 0.739285

Cartesian forces, eV/Å:
C -0.0729 -0.0812 -0.0244
H -0.1069 -0.1072 -0.0843
O 0.0561 0.0906 -0.0864
C 0.0703 -0.0499 0.0761
C 0.3351 0.0947 0.2771
H 0.1216 0.0206 0.1288
H -0.0699 0.0996 0.0692
C -0.3897 -0.0927 -0.2337
O -0.2175 0.0020 -0.0672
H -0.1376 0.0911 -0.0505
H 0.0455 0.1347 0.0880
H 0.1482 -0.0436 0.1124
C 0.2179 -0.1587 -0.2051

Computed properties:
**Molar mass**: 98.10 g/mol
**Orbital gap**: 9.94 eV
**Energy above the lowest of the compared OMol25 structures with the same formula, charge and spin**: 609.5 kJ/mol
**LUMO level**: 0.964 eV
**HOMO**: -8.975 eV

Mulliken atomic charge list, values in e, 5 entries:
1. C -0.580
2. H 0.501
3. O -0.428
4. C -0.624
5. C 0.050

***

(6)
DFT (ωB97M-V with the def2-TZVPD basis set) results for one molecule with the formula C5H6O2.

Atoms and positions in Å:
1 C -0.675308 1.106378 0.669206
2 H -0.984976 -1.607401 0.814397
3 H 2.397951 -0.366611 0.322872
4 H -0.027996 -2.009930 -0.617917
5 H -0.545367 2.116634 0.295293
6 C -0.396101 -1.179365 -0.014504
7 C 0.343189 0.110315 0.235069
8 H -1.005266 1.220600 1.745912
9 O 1.087445 0.180803 -1.281261
10 H 1.992450 1.413107 0.127548
11 O -2.410764 -0.923161 -1.257421
12 C -1.465516 -0.458249 -0.743230
13 C 1.715201 0.375287 -0.054543

Cartesian forces, eV/Å:
C -0.7980 -0.4250 -1.7294
H 0.4132 0.3486 0.1750
H 0.8514 -0.1950 -0.3732
H 0.7266 0.2425 0.2014
H 0.1777 -0.0511 -0.3203
C 0.1751 -0.1364 0.0469
C 0.3164 -0.1652 -0.8001
H 0.2356 -1.0874 -1.2958
O -1.3502 0.7033 1.3894
H 0.3518 -0.1063 0.1286
O 0.5043 1.3957 -0.6464
C -2.5777 -0.5122 2.1902
C 0.9738 -0.0115 1.0336

Computed properties:
**Molar mass**: 98.10 g/mol
**Orbital gap (spin up / spin down)**: 8.22 / 8.22 eV
**Energy above the lowest of the compared OMol25 structures with the same formula, charge and spin**: 550.6 kJ/mol
**LUMO level (spin up / spin down)**: -0.223 / -0.224 eV
**HOMO (spin up / spin down)**: -8.442 / -8.442 eV

Mulliken atomic charge list, values in e, 5 entries:
1. C -1.065
2. H 0.245
3. H 0.276
4. H 0.366
5. H 0.334

***

(7)
DFT (ωB97M-V with the def2-TZVPD basis set) results for C5H6O2 as an isolated structure.

Atoms and positions in Å:
1 O 0.043357 2.175362 0.715348
2 O -1.021766 0.322433 -0.947449
3 C -0.241620 -1.501218 0.264927
4 H -1.892018 -0.095932 0.984918
5 C 0.713996 -1.187381 -0.615850
6 H -0.482569 2.402790 -0.070293
7 C -0.956178 -0.162163 0.427437
8 H 1.011324 0.518611 1.363592
9 H -0.442073 -2.429600 0.783474
10 C 0.433810 0.284616 -0.846300
11 H 1.519856 -1.774563 -1.033552
12 H 0.946070 0.849323 -1.627094
13 C 0.269903 0.807975 0.614448

Cartesian forces, eV/Å:
O -0.3586 -0.1734 -0.3156
O -0.1136 0.0555 -0.1266
C 0.1523 0.1559 -0.0154
H 0.1836 0.0517 -0.0873
C -0.0933 -0.0332 0.1867
H -0.0130 0.0921 0.3420
C -0.2971 -0.0610 0.2136
H -0.0718 0.0728 -0.1513
H -0.0111 0.1339 -0.0753
C 0.2889 0.0239 -0.3795
H -0.1102 0.0256 0.0460
H 0.0009 -0.1045 0.1555
C 0.4430 -0.2394 0.2070

Computed properties:
**Molar mass**: 98.10 g/mol
**Orbital gap**: 10.77 eV
**Energy above the lowest of the compared OMol25 structures with the same formula, charge and spin**: 259.5 kJ/mol
**LUMO level**: 1.054 eV
**HOMO**: -9.717 eV

Mulliken atomic charge list, values in e, 5 entries:
1. O -0.588
2. O -0.469
3. C -0.660
4. H 0.485
5. C -0.631

***

(8)
DFT (ωB97M-V with the def2-TZVPD basis set) results for a 2-piece molecular cluster, C5H6O2 overall.

Atoms and positions in Å:
1 O 0.099408 -0.865770 1.356563
2 C 0.272405 0.467947 -0.601277
3 H 0.483248 1.867283 0.944616
4 C 0.590623 1.662586 -0.117333
5 H 0.947480 2.462509 -0.754246
6 H -1.723916 -1.944614 -0.584881
7 H -2.412085 -1.015777 0.758748
8 C -1.774719 -0.952366 -0.125480
9 C -0.393638 -0.511406 0.305460
10 H 0.354280 0.226505 -1.659608
11 O 3.176679 -0.226606 1.004685
12 C 2.587944 -0.914373 0.320278
13 H -2.207706 -0.255912 -0.847527

Cartesian forces, eV/Å:
O -0.3312 0.1629 -0.3388
C -0.1272 0.3168 0.0453
H -0.0033 0.0087 -0.1375
C 0.0242 -0.0669 -0.0930
H 0.0873 -0.0587 0.0411
H 0.0319 0.0744 0.0455
H 0.0683 -0.0557 -0.0975
C -0.0746 -0.0690 -0.0057
C -0.0287 -0.1243 0.3117
H -0.1086 0.0750 0.1226
O -0.5249 -0.7334 -0.6449
C 0.9450 0.5846 0.6741
H 0.0419 -0.1143 0.0771

Computed properties:
**Molar mass**: 98.10 g/mol
**Orbital gap**: 10.65 eV
**Energy above the lowest of the compared OMol25 structures with the same formula, charge and spin**: 118.1 kJ/mol
**LUMO level**: 0.775 eV
**HOMO**: -9.879 eV

Mulliken atomic charge list, values in e, 5 entries:
1. O -0.528
2. C -0.310
3. H 0.244
4. C -0.593
5. H 0.279

***

no.,total energy (Ha),strongest force on any atom (eV/A)
1,-344.473447,0.63
2,-344.525253,0.53
3,-344.480839,0.79
4,-344.449148,3.43
5,-344.369775,0.46
6,-344.392182,3.42
7,-344.503059,0.54
8,-344.556946,1.30